# 1
{
  "formula": "C14H16ClN3O3S2",
  "method": "the ωB97M-V functional and the def2-TZVPD basis",
  "e_above_lowest_kj_mol": 1462.1,
  "smiles": "Cc1ccc(S(=O)(=O)CCc2nnc(NC(=O)CCl)s2)cc1C",
  "spin_multiplicity": 1,
  "energy_ev": -59568.4737,
  "homo_energy_ha": -0.30210,
  "charge": 0,
  "symbols": ["C", "H", "H", "C", "C", "H", "C", "C", "C", "N", "H", "C", "H", "H", "O", "H", "H", "S", "C", "C", "H", "N", "H", "H", "H", "H", "O", "C", "O", "H", "N", "Cl", "H", "C", "S", "C", "C", "H", "C"],
  "positions_angstrom": [[-1.68391, -1.49977, 1.73165], [-1.28946, -4.11198, 0.65073], [-2.59580, -1.40642, 1.12268], [1.75798, -0.64330, 0.42894], [3.41717, 1.52524, -0.49680], [2.37858, 3.38428, -0.29979], [0.48966, -0.57227, 1.33670], [1.22443, -2.31411, -0.64785], [-3.46782, 0.98021, -0.15285], [-2.30800, 0.60626, -0.95612], [1.30842, -2.95241, -1.33312], [-0.49023, -1.60273, 1.21773], [2.74386, 3.00809, -2.14912], [-2.87150, 2.97478, -0.04601], [4.06510, 0.18709, 1.44643], [-2.42350, -0.41022, -1.45618], [2.92801, -1.49948, -0.87369], [-0.25226, 2.40208, -0.38444], [1.25933, 1.99304, -1.33958], [-1.09800, -3.50299, -0.14486], [-2.12440, -3.04904, -0.18374], [-0.28861, 0.36750, -2.11663], [0.26891, 0.38162, 1.92050], [-0.80756, -4.09991, -1.24850], [-4.29875, 2.37968, 0.69204], [4.48372, 1.85484, -0.35250], [-4.41524, 0.43634, -0.58357], [-1.14697, 1.05681, -1.02530], [2.27382, 1.94477, 1.74207], [-1.69802, -2.51668, 2.37264], [0.93928, 0.94063, -1.95235], [-2.35412, 2.14621, 1.89970], [-1.73974, -0.51815, 2.60332], [-3.22209, 2.26446, 0.40877], [2.94952, 0.63748, 0.85347], [0.01127, -2.44551, 0.06275], [2.41920, 2.51887, -1.00244], [3.58604, 0.62206, -1.35907], [2.07167, -1.46737, -0.38560]]
}

# 2
{
  "formula": "C14H16ClN3O4S2",
  "method": "the ωB97M-V functional and the def2-TZVPD basis",
  "e_above_lowest_kj_mol": 0.0,
  "smiles": "CC(=O)Nc1nc(C)c(-c2ccc(Cl)c(S(=O)(=O)NCCO)c2)s1",
  "spin_multiplicity": 1,
  "energy_ev": -61630.9227,
  "homo_energy_ha": -0.30861,
  "charge": 0,
  "symbols": ["N", "C", "H", "C", "H", "O", "C", "C", "C", "H", "H", "C", "N", "O", "C", "N", "H", "H", "S", "H", "H", "C", "O", "C", "O", "H", "H", "H", "Cl", "H", "C", "H", "S", "H", "C", "H", "H", "C", "C", "C"],
  "positions_angstrom": [[3.80454, -1.61897, -0.47678], [-2.57661, -2.29826, 0.40401], [1.56705, -3.81609, -1.45020], [1.55888, -1.45401, -0.00231], [0.41344, -3.83389, 0.61417], [-4.14539, 0.36688, 1.17469], [-2.13970, -1.00766, 0.14257], [-3.08534, 2.73886, -0.93730], [-1.64789, -3.31887, 0.56897], [4.37251, 3.47014, 1.11722], [3.33074, -3.77937, -1.67669], [2.59687, -2.23188, -0.45592], [-2.44734, 1.64123, -0.22761], [-4.09864, 0.04037, -1.27128], [-0.79717, -0.73522, 0.00769], [4.89652, 0.35793, -0.01433], [-5.07673, 1.99492, 0.64261], [-4.37670, 4.43241, -0.59890], [-3.39526, 0.26323, -0.05138], [-1.98954, -4.31628, 0.79254], [-0.48911, 0.27179, -0.22542], [5.16288, 1.65830, 0.37148], [-5.26689, 2.83540, 0.19670], [4.00578, 2.48199, 0.85311], [6.29927, 2.05778, 0.30098], [-3.60725, 2.28946, -1.78334], [3.54755, 2.02127, 1.72594], [2.65548, -4.34179, -0.15288], [-4.25774, -2.58426, 0.51179], [3.25251, 2.57246, 0.07306], [-0.30023, -3.04376, 0.45027], [5.71828, -0.15006, -0.33091], [2.15948, 0.13998, 0.40191], [-2.30103, 3.40743, -1.30298], [3.76353, -0.39744, -0.06100], [-3.57625, 3.81621, 0.86869], [-2.12360, 1.92967, 0.68731], [0.15044, -1.75402, 0.14873], [2.52211, -3.62920, -0.96627], [-4.07945, 3.52330, -0.06895]]
}

# 3
{
  "formula": "C14H16F11N4O4RuS3",
  "method": "the ωB97M-V functional and the def2-TZVPD basis",
  "e_above_lowest_kj_mol": 8.2,
  "spin_multiplicity": 6,
  "energy_ev": -93889.7020,
  "homo_energy_ha": [-0.53921, -0.56287],
  "charge": 2,
  "symbols": ["N", "N", "H", "H", "H", "H", "C", "C", "H", "C", "S", "H", "F", "F", "H", "F", "C", "F", "S", "Ru", "C", "H", "H", "C", "N", "C", "H", "H", "C", "H", "O", "O", "C", "C", "C", "F", "S", "H", "C", "H", "H", "F", "C", "F", "C", "F", "H", "O", "N", "O", "F", "F", "F"],
  "positions_angstrom": [[3.13819, -1.80525, -0.69575], [-1.70798, -1.27323, 0.04996], [-0.57637, -0.15573, -2.23044], [-2.06566, -1.23649, 1.00482], [-1.24680, -2.18037, -0.00836], [-1.68610, 1.93126, -2.98475], [-2.34456, -1.41791, -2.32274], [1.45652, 2.26675, 5.28819], [-0.50813, 0.33555, -4.55663], [0.71075, 1.29834, 4.58965], [1.03034, 2.65128, 0.83573], [-1.35754, 2.53708, -0.55274], [4.52423, 1.69988, -0.69529], [5.46744, -0.12948, -0.01283], [-3.21946, -1.52217, -2.97327], [0.15904, 0.30311, 5.25173], [-2.84322, 1.30038, -1.25755], [1.59248, 2.14797, 6.57896], [2.92017, -0.28338, -0.48861], [0.15822, 0.18680, 0.07269], [1.88000, 3.45372, 3.25797], [-4.54176, 0.00272, -1.33587], [-1.76986, -2.34308, -2.40233], [2.03839, 3.34240, 4.62309], [-1.06134, -0.45052, -4.20363], [-3.61662, 0.08558, -0.76122], [-1.85347, -0.58071, -4.84045], [-0.47432, -1.28958, -4.25631], [-2.29851, 1.08055, -2.67480], [-2.12505, 1.73528, 0.61461], [1.98644, 0.33802, -1.45186], [0.83204, -2.11937, 0.27263], [4.60493, 0.38767, -0.85513], [-2.85289, -1.22372, -0.89164], [1.31987, -3.24052, -2.03420], [0.84260, -2.12587, -2.66493], [1.97012, -2.80353, -0.36900], [-3.53266, -2.05057, -0.67266], [1.14740, 2.49478, 2.50520], [-3.92960, 0.23993, 0.27494], [-3.52902, 2.14942, -1.30725], [2.72890, 4.23108, 5.30228], [0.57575, 1.42812, 3.23980], [0.29258, -4.07087, -1.88758], [-1.52338, -0.22221, -2.77610], [2.24410, -3.77361, -2.79182], [-3.15977, 1.04278, -3.35008], [2.41291, -4.03041, 0.17284], [-1.73849, 1.62225, -0.32102], [2.54651, 0.09654, 0.87751], [-0.16123, 0.50095, 2.58454], [2.43573, 4.46386, 2.63189], [4.92347, 0.09453, -2.09801]]
}

# 4
{
  "formula": "C14H16FNO5S",
  "method": "the ωB97M-V functional and the def2-TZVPD basis",
  "smiles": "O=C1NC(=O)c2c(CCF)cc(CCCCS(=O)(=O)O)cc21",
  "spin_multiplicity": 1,
  "energy_ev": -40051.5276,
  "homo_energy_ha": -0.35237,
  "charge": 0,
  "symbols": ["C", "O", "O", "C", "H", "O", "O", "O", "N", "C", "H", "H", "H", "S", "C", "C", "C", "F", "C", "H", "H", "C", "H", "H", "H", "C", "C", "C", "H", "H", "H", "C", "H", "H", "H", "C", "C", "H"],
  "positions_angstrom": [[3.59481, -1.76212, -1.24314], [3.00809, -4.13636, 1.30010], [-4.30779, -0.54530, -2.76629], [2.54197, 1.41697, -1.66069], [-2.39484, -0.95881, 1.68916], [-3.90328, -1.98453, -0.64959], [4.47594, -1.35808, -2.02489], [-5.45794, -0.07024, -0.42575], [3.37950, -3.20199, -0.90584], [2.56714, 2.92610, -1.10907], [1.83819, 1.28099, -2.56385], [-2.65398, 1.31272, -1.37446], [0.53830, -2.28671, 2.51363], [-4.19588, -0.56023, -1.07094], [0.86868, 0.89262, 0.51991], [-2.76834, 1.10042, 0.84077], [-0.84864, 0.46236, 2.61610], [1.25435, 3.51794, -1.28470], [0.30320, -0.06701, 1.63192], [0.42436, 1.95316, 0.49544], [-0.74458, -0.07122, 3.62808], [2.50562, -0.96721, -0.40492], [-3.04779, 0.23842, 2.92639], [3.30307, 3.53719, -1.73255], [-3.41746, -0.35235, -3.14652], [1.96255, 0.47540, -0.50436], [-2.32054, 0.12582, 2.03724], [2.80421, -3.22581, 0.47512], [-2.19434, 2.10020, 0.81746], [-3.87325, 1.36529, 1.03797], [-1.76101, -0.20012, -0.80024], [-2.69090, 0.43647, -0.61869], [2.66590, -3.64703, -1.51886], [2.82249, 2.94985, 0.01061], [-0.74788, 1.60634, 2.71404], [1.96423, -1.89742, 0.71537], [0.88408, -1.52446, 1.74699], [3.62174, 1.11873, -1.91095]]
}

# 5
{
  "formula": "C14H16N",
  "method": "the ωB97M-V functional and the def2-TZVPD basis",
  "e_above_lowest_kj_mol": 582.8,
  "smiles": "C[N@H+]1[C@@H]2CC#C[C@@]1(c1ccccc1)CC2",
  "spin_multiplicity": 1,
  "energy_ev": -16255.6401,
  "homo_energy_ha": [-0.46536, -0.46536],
  "charge": 1,
  "symbols": ["H", "H", "C", "C", "C", "N", "C", "H", "H", "H", "H", "H", "H", "C", "H", "H", "H", "C", "C", "C", "C", "H", "C", "H", "H", "C", "C", "H", "C", "H", "C"],
  "positions_angstrom": [[0.62321, 2.04479, -0.28153], [-5.17170, -0.01214, -0.04202], [0.63944, -1.75236, 0.50149], [2.42553, 0.04330, -0.44341], [-3.37518, 0.92723, 0.47306], [1.00988, 0.07556, -0.91833], [-3.45569, -1.28341, -0.50511], [0.79974, -0.62590, -1.61463], [1.16751, -0.26819, 2.42952], [3.24768, 0.43258, 1.40888], [-0.65856, 1.27746, -1.48289], [-1.56377, 1.49548, 1.26477], [2.96625, 0.56297, -1.11276], [-4.07566, -0.15455, -0.01193], [-4.05088, -2.02997, -1.07227], [-1.47113, -2.18708, -0.89436], [2.60371, 1.76382, 0.66538], [-2.00269, 0.81726, 0.65950], [1.10045, 0.45877, 1.62792], [0.12087, -0.39852, 0.27817], [-2.06888, -1.32328, -0.52934], [3.74389, -1.30585, 0.49302], [1.80435, -2.14149, 0.23798], [0.57839, 1.46285, 1.98569], [3.41297, -1.81391, -1.29335], [3.04745, -1.50801, -0.31262], [2.40423, 0.75027, 0.85519], [0.93730, 1.82810, -2.14490], [-1.34312, -0.27906, 0.16991], [-3.84515, 1.76369, 0.85460], [0.44958, 1.37956, -1.24563]]
}

# 6
{
  "formula": "C14H16N2O5RhSSi",
  "method": "the ωB97M-V functional and the def2-TZVPD basis",
  "spin_multiplicity": 5,
  "energy_ev": -49715.7758,
  "homo_energy_ha": [-0.17736, -0.17686],
  "charge": -1,
  "symbols": ["C", "C", "H", "H", "C", "O", "C", "C", "Rh", "H", "S", "Si", "H", "O", "H", "H", "H", "N", "N", "O", "H", "C", "H", "C", "C", "H", "C", "C", "O", "H", "C", "H", "H", "H", "O", "C", "H", "C", "C", "H"],
  "positions_angstrom": [[4.72570, 0.06510, -0.21310], [2.67840, -1.28630, -0.45630], [-6.68520, -0.67030, 1.76050], [2.54270, -4.46490, 0.08670], [-5.59990, -0.68020, 1.69340], [1.07710, -1.06400, 2.02850], [-3.12050, -0.10300, -0.01560], [1.17680, -2.84540, -0.57250], [0.09060, -0.04460, 0.38010], [-6.69500, 1.78120, -0.27590], [0.98050, 0.18560, 2.91430], [-4.96220, -0.04430, 0.00660], [-5.34200, -0.75210, -2.37310], [0.83620, 1.30150, 1.88430], [-6.76100, -1.12070, -1.40920], [4.18870, -2.53980, 0.29130], [2.73770, 3.32000, -0.71360], [3.27210, -2.46180, -0.11270], [1.39890, -1.51460, -0.75990], [-0.20640, 0.10720, 3.73500], [5.13210, 3.40800, -0.12080], [3.35890, -0.01880, -0.48160], [-5.20970, -0.06450, 2.49780], [2.32540, -3.44700, -0.16420], [2.59910, 1.18610, -0.68990], [-5.34580, -2.15440, -1.32950], [-5.67410, -1.12320, -1.40820], [4.64120, 2.45430, -0.26480], [2.21280, 0.34940, 3.65240], [6.42500, 1.31450, 0.12810], [5.37090, 1.27660, -0.10560], [-5.26370, -1.69610, 1.87720], [5.30310, -0.84010, -0.07980], [-5.23920, 2.41320, 0.47520], [1.35980, 1.18760, -0.99140], [-5.60810, 1.73380, -0.28680], [-5.27000, 2.10970, -1.24840], [3.30810, 2.41290, -0.57590], [-1.89950, -0.18290, 0.03710], [0.20900, -3.27190, -0.74920]]
}